Entry 1:
This record from the OMol25 dataset describes C6H16N2Si2 as an isolated structure in a non-equilibrium geometry. The level of theory is the ωB97M-V functional and the def2-TZVPD basis.

The geometry in ORCA input format:
```
! RIJCOSX wB97M-V def2-TZVPD def2/J DEFGRID3
* xyz 0 1
Si -2.430 0.417 -0.631
Si -0.296 2.342 -0.113
N 0.140 0.784 -0.483
N -2.184 1.994 -0.204
C 1.256 -0.125 -0.173
C 0.756 -1.579 -0.249
C 1.885 0.161 1.246
C -2.247 -2.094 0.671
C -2.201 -0.770 0.824
C 2.440 0.057 -1.169
H -1.793 -0.290 1.774
H -0.455 3.092 -1.359
H 2.841 1.027 -1.103
H -2.739 2.816 -0.353
H 2.652 -0.497 1.327
H 2.192 1.151 1.162
H 2.126 -0.163 -2.182
H 1.375 -2.237 -0.750
H 0.190 3.276 0.994
H 0.659 -1.830 0.783
H 1.017 0.067 1.942
H -0.296 -1.710 -0.648
H 3.208 -0.661 -0.872
H -1.976 -2.743 1.394
H -3.448 0.163 -1.585
H -2.672 -2.647 -0.241
*
```

The HOMO energy is -7.7 eV. The largest force on an atom is 5.0 eV/Å. The molar mass comes out at 172.38 g/mol.


Entry 2:
This record from the OMol25 dataset describes C6H16N3Pd as an isolated structure in a non-equilibrium geometry. The level of theory is the ωB97M-V functional and the def2-TZVPD basis.

The geometry in ORCA input format:
```
! RIJCOSX wB97M-V def2-TZVPD def2/J DEFGRID3
* xyz 1 5
Pd -1.403 -1.385 -0.330
N 0.555 0.358 1.398
N -2.460 0.423 0.319
N 0.261 -0.064 0.132
C -2.640 -1.988 -1.825
C 2.221 1.662 2.655
C 1.693 1.070 1.415
C 1.329 0.066 -2.143
C 1.250 0.346 -0.683
C 2.140 1.107 0.091
H -2.530 0.549 1.333
H 1.582 1.436 3.518
H -3.646 -2.048 -1.395
H 1.133 0.990 -2.711
H 0.026 0.031 2.218
H 2.353 -0.263 -2.395
H -0.459 -1.702 0.906
H -3.385 0.450 -0.098
H 0.624 -0.707 -2.484
H 2.286 2.749 2.536
H -1.876 1.164 -0.081
H 3.018 1.601 -0.270
H -2.522 -1.344 -2.688
H -0.558 -2.776 -0.321
H 3.230 1.281 2.852
H -2.223 -3.002 -1.948
*
```

The HOMO energy (alpha / beta) is -8.3 / -12.9 eV. The largest force on an atom is 4.5 eV/Å. The molar mass comes out at 236.63 g/mol.


Entry 3:
This record from the OMol25 dataset describes a 2-piece molecular cluster, C6H16N4O2 overall in a non-equilibrium geometry. The level of theory is the ωB97M-V functional and the def2-TZVPD basis.

The geometry in ORCA input format:
```
! RIJCOSX wB97M-V def2-TZVPD def2/J DEFGRID3
* xyz 0 1
O -1.818 3.053 -2.521
O -2.247 1.463 -0.361
N -1.950 -0.259 1.654
N -0.462 0.407 -0.748
N -0.993 2.008 -2.281
N -1.215 1.339 -1.239
C 0.976 -1.601 3.397
C 0.788 -0.034 -1.440
C 0.558 -0.349 -2.870
C -0.737 -0.551 1.893
C 1.864 0.969 -1.180
C -0.241 -1.762 2.680
H 1.233 -2.585 3.585
H 0.463 0.492 -3.453
H 1.829 1.156 -0.121
H -2.187 0.749 0.281
H -2.487 -0.921 2.165
H 1.378 -0.924 -3.143
H 1.709 1.757 -1.775
H -0.354 -0.805 -3.178
H 1.004 -1.024 -0.929
H -0.026 0.201 1.597
H 1.974 -1.172 2.988
H -1.080 -2.089 3.393
H -1.345 3.603 -3.112
H 0.720 -1.121 4.322
H -0.164 -2.573 1.867
H 2.813 0.571 -1.468
*
```

The HOMO energy is -7.7 eV. The largest force on an atom is 5.2 eV/Å. The molar mass comes out at 176.22 g/mol.


Entry 4:
This record from the OMol25 dataset describes a 2-piece molecular cluster, C6H16N4O3 overall in a non-equilibrium geometry. The level of theory is the ωB97M-V functional and the def2-TZVPD basis.

The geometry in ORCA input format:
```
! RIJCOSX wB97M-V def2-TZVPD def2/J DEFGRID3
* xyz 2 1
O 1.107 -1.375 -1.905
O -0.355 -1.215 1.870
O -0.620 2.180 -0.065
N 4.304 1.020 1.415
N -2.092 0.358 -0.341
N -2.809 -1.792 0.429
N 2.700 -0.301 -0.634
C 1.503 -0.564 -0.938
C -1.949 -0.874 0.074
C 0.282 -0.018 -0.184
C -3.363 1.087 -0.710
C -0.538 -1.131 0.487
C -0.855 1.013 -0.677
H 3.792 0.517 0.621
H -3.778 1.648 0.098
H 1.906 -1.851 -2.362
H -0.143 -2.091 -0.104
H 3.317 -0.858 -1.273
H -4.121 0.365 -0.980
H 0.709 0.535 0.603
H 4.648 1.881 1.065
H -3.138 1.778 -1.523
H -2.416 -2.743 0.500
H -1.151 -1.632 2.266
H -0.922 1.085 -1.748
H 3.816 0.978 2.366
H 5.237 0.682 1.565
H -1.286 2.954 -0.134
H -3.788 -1.636 0.220
*
```

The HOMO energy is -17.1 eV. The largest force on an atom is 4.3 eV/Å. The molar mass comes out at 192.22 g/mol.


Entry 5:
This record from the OMol25 dataset describes a 2-piece molecular cluster, C6H16N4OSi overall in a non-equilibrium geometry. The level of theory is the ωB97M-V functional and the def2-TZVPD basis.

The geometry in ORCA input format:
```
! RIJCOSX wB97M-V def2-TZVPD def2/J DEFGRID3
* xyz 2 1
Si 1.964 0.098 0.099
O 0.399 0.077 0.133
N -3.437 1.881 0.217
N -2.101 0.423 -1.073
N -1.831 -1.788 -0.392
N -3.289 -0.305 0.757
C -1.399 -0.807 -1.152
C -2.917 0.706 -0.052
C 2.861 -0.213 -1.544
C 2.629 1.912 0.463
C 2.559 -1.157 1.418
C -2.590 -1.549 0.746
H -4.006 -0.403 1.443
H -0.751 -1.093 -2.080
H 3.665 -1.477 1.495
H 2.682 2.088 1.604
H -4.120 2.117 0.926
H -1.486 -2.753 -0.436
H 3.628 -1.017 -1.414
H -2.237 0.999 -1.878
H 2.180 -0.588 -2.362
H -2.300 -2.087 1.625
H 3.381 0.544 -2.020
H 3.612 2.210 -0.030
H 2.012 -2.126 1.367
H -3.360 2.648 -0.436
H 2.418 -0.927 2.390
H 1.834 2.584 0.186
*
```

The HOMO energy (alpha / beta) is -16.5 / -16.1 eV. The largest force on an atom is 3.8 eV/Å. The molar mass comes out at 188.31 g/mol.


Entry 6:
This record from the OMol25 dataset describes an isolated ion of composition C6H16N5O4P2 and charge +1 in a non-equilibrium geometry. The level of theory is the ωB97M-V functional and the def2-TZVPD basis.

The geometry in ORCA input format:
```
! RIJCOSX wB97M-V def2-TZVPD def2/J DEFGRID3
* xyz 1 1
P 0.729 1.592 -1.309
P 4.198 -1.315 0.373
O 0.245 0.475 -2.100
O -4.943 -0.802 0.316
O 1.684 2.499 -2.243
O -0.399 2.595 -0.776
N 5.166 -1.084 1.571
N 0.522 -1.906 1.585
N 0.365 -0.717 1.146
N 1.774 -2.234 1.405
N 1.493 -0.222 0.682
C -2.916 0.340 -0.491
C 1.798 1.099 0.119
C -0.952 -0.041 1.186
C -4.173 -0.504 -0.841
C -1.843 -0.642 0.067
C 2.393 -1.213 0.827
H 2.847 1.103 -0.177
H -2.389 -1.502 0.478
H -3.152 1.168 0.191
H -2.536 0.710 -1.457
H 4.423 -0.347 -0.636
H -1.275 2.311 -1.094
H -1.225 -1.030 -0.748
H -1.408 -0.228 2.163
H -3.772 -1.469 -1.195
H 1.668 1.844 0.919
H -0.797 1.040 1.113
H 4.347 -2.590 -0.224
H -4.766 -0.064 -1.647
H 1.634 3.395 -1.858
H 5.741 -1.910 1.717
H -4.528 -0.400 1.087
*
```

The SMILES is N=[PH2]c1nnn(CCCCO)[n+]1CP(=O)(O)O. The HOMO energy is -12.9 eV. The largest force on an atom is 2.4 eV/Å. The molar mass comes out at 284.17 g/mol.


Entry 7:
This record from the OMol25 dataset describes a 3-piece molecular cluster, C6H16NO overall in a non-equilibrium geometry. The level of theory is the ωB97M-V functional and the def2-TZVPD basis.

The geometry in ORCA input format:
```
! RIJCOSX wB97M-V def2-TZVPD def2/J DEFGRID3
* xyz 0 2
O 0.864 -1.890 -0.403
N 3.262 -0.886 1.567
C -3.287 -0.547 0.613
C -2.139 0.364 1.032
C 0.874 0.592 -2.035
C 0.252 1.155 0.376
C -0.852 0.137 0.760
C 0.066 1.500 -1.096
H -2.462 1.289 1.520
H 1.107 -2.687 -0.916
H 0.201 2.054 1.003
H -3.977 -0.517 1.454
H -0.547 -0.816 0.319
H -1.010 1.369 -1.331
H -3.753 -0.071 -0.254
H -2.887 -1.534 0.358
H 3.201 -1.243 2.505
H 0.425 0.650 -3.028
H 4.119 -1.139 1.099
H 1.945 0.848 -2.057
H 1.115 0.498 0.500
H 0.808 -0.444 -1.657
H 2.468 -1.220 1.040
H 0.205 2.540 -1.368
*
```

The HOMO energy (alpha / beta) is -8.6 / -8.6 eV. The largest force on an atom is 1.9 eV/Å. The molar mass comes out at 118.20 g/mol.


Entry 8:
This record from the OMol25 dataset describes an isolated ion of composition C6H16NO and charge +1 in a non-equilibrium geometry. The level of theory is the ωB97M-V functional and the def2-TZVPD basis.

The geometry in ORCA input format:
```
! RIJCOSX wB97M-V def2-TZVPD def2/J DEFGRID3
* xyz 1 1
O -1.073 -1.589 2.671
N 1.173 -0.587 1.566
C 0.755 1.467 -0.797
C -1.137 -1.299 1.290
C -0.189 0.305 -0.395
C 0.006 -0.867 -1.371
C -0.205 -0.111 1.075
C 0.038 2.228 -1.945
H 1.152 -0.786 2.561
H 1.781 1.188 -1.067
H -0.999 2.545 -1.780
H 1.958 -0.012 1.264
H 0.890 -1.492 -1.161
H -0.785 -1.617 -1.331
H -0.474 0.707 1.733
H 1.270 -1.511 1.141
H 0.287 -0.502 -2.359
H -0.808 -2.251 0.825
H -0.042 1.497 -2.732
H 0.950 2.169 0.033
H -2.090 -1.010 0.840
H -1.205 0.653 -0.621
H -1.735 -2.210 2.980
H 0.480 3.085 -2.423
*
```

The SMILES is CC[C@@H](C)[C@H]([NH3+])CO. The HOMO energy is -14.9 eV. The largest force on an atom is 1.8 eV/Å. The molar mass comes out at 118.20 g/mol.


Entry 9:
This record from the OMol25 dataset describes a 2-piece molecular cluster, C6H16NO overall in a non-equilibrium geometry. The level of theory is the ωB97M-V functional and the def2-TZVPD basis.

The geometry in ORCA input format:
```
! RIJCOSX wB97M-V def2-TZVPD def2/J DEFGRID3
* xyz 1 1
O -0.048 1.320 0.925
N -1.770 4.000 1.749
C -0.841 -2.843 -1.227
C 0.905 -1.078 -0.562
C -0.312 -2.007 -0.093
C 0.409 -0.122 -1.667
C 1.293 0.917 0.995
C 1.514 -0.462 0.560
H 1.742 1.114 1.978
H 1.544 -1.844 -1.010
H 0.937 0.827 -1.683
H -0.122 -3.555 -1.633
H -0.650 0.088 -1.620
H 2.313 -1.004 1.087
H 1.879 1.543 0.312
H -1.379 4.332 2.618
H -1.094 -1.428 0.390
H -0.606 0.624 1.288
H 0.629 -0.565 -2.630
H -1.028 3.814 1.093
H -1.693 -3.462 -0.930
H -2.414 4.692 1.398
H -1.240 -2.241 -2.044
H 0.033 -2.660 0.705
*
```

The HOMO energy is -12.2 eV. The largest force on an atom is 1.4 eV/Å. The molar mass comes out at 118.20 g/mol.


Entry 10:
This record from the OMol25 dataset describes a 2-piece molecular cluster, C6H16NO overall in a non-equilibrium geometry. The level of theory is the ωB97M-V functional and the def2-TZVPD basis.

The geometry in ORCA input format:
```
! RIJCOSX wB97M-V def2-TZVPD def2/J DEFGRID3
* xyz 1 1
O -0.556 -0.624 2.752
N -1.011 -1.440 0.172
C -1.336 2.223 -1.870
C 0.272 1.225 -0.438
C 0.418 -1.799 -0.209
C 1.481 0.521 -0.100
C -0.115 1.276 -1.724
C 1.425 -0.813 0.473
H 0.583 -2.850 0.196
H -1.844 2.215 -1.045
H 2.231 0.580 -0.853
H 2.377 -1.321 0.530
H -2.000 1.950 -2.751
H -0.887 3.203 -1.992
H -1.136 0.102 2.693
H -0.301 1.521 0.455
H 0.605 -1.889 -1.313
H 1.158 -0.641 1.485
H -1.593 -2.294 0.409
H -0.949 -0.777 0.956
H -0.638 -1.153 3.518
H 2.253 1.067 0.573
H -1.587 -1.021 -0.496
H 0.388 0.583 -2.379
*
```

The HOMO energy is -12.8 eV. The largest force on an atom is 7.6 eV/Å. The molar mass comes out at 118.20 g/mol.


Entry 11:
This record from the OMol25 dataset describes a 2-piece molecular cluster, C6H16NO overall in a non-equilibrium geometry. The level of theory is the ωB97M-V functional and the def2-TZVPD basis.

The geometry in ORCA input format:
```
! RIJCOSX wB97M-V def2-TZVPD def2/J DEFGRID3
* xyz 2 2
O -0.424 3.135 1.076
N 2.445 0.894 0.034
C -2.647 -1.712 -0.318
C -0.691 -0.085 -0.176
C -1.380 -1.338 -0.638
C -0.538 -2.254 -1.474
C 0.429 -0.352 0.858
C 1.272 0.842 1.106
H 0.652 1.703 0.775
H -0.346 0.527 -1.043
H -1.431 0.505 0.382
H -3.049 -2.718 -0.341
H -1.114 -2.593 -2.381
H 0.379 -1.753 -1.874
H -3.476 -1.024 -0.116
H 1.881 1.235 1.900
H -0.004 3.913 1.500
H 1.036 -1.153 0.370
H 3.245 1.520 0.190
H 2.785 -0.053 -0.171
H 2.095 1.170 -0.888
H -0.178 -3.121 -0.919
H -0.967 3.609 0.428
H 0.023 -0.897 1.719
*
```

The HOMO energy (alpha / beta) is -18.4 / -18.4 eV. The largest force on an atom is 3.9 eV/Å. The molar mass comes out at 118.20 g/mol.


Entry 12:
This record from the OMol25 dataset describes a 3-piece molecular cluster, C6H16NP overall in a non-equilibrium geometry. The level of theory is the ωB97M-V functional and the def2-TZVPD basis.

The geometry in ORCA input format:
```
! RIJCOSX wB97M-V def2-TZVPD def2/J DEFGRID3
* xyz 0 1
P -2.867 0.066 -0.727
N -2.822 0.414 0.783
C 0.923 0.837 -0.685
C 0.726 -0.538 0.003
C 1.606 -1.604 -0.679
C -0.134 -0.717 0.988
C -0.533 -1.990 1.661
C -3.768 0.687 1.772
H 1.944 1.249 -0.710
H -1.281 -1.806 2.322
H -1.439 -0.094 -0.848
H 3.697 0.762 1.784
H 1.788 -1.285 -1.732
H 2.563 -1.767 -0.202
H 1.114 -2.593 -0.821
H -3.261 1.364 2.459
H 0.688 0.794 -1.708
H 0.470 1.693 -0.205
H 4.229 0.698 2.273
H -0.735 -2.771 0.912
H -4.627 1.230 1.529
H -0.561 0.225 1.347
H 0.405 -2.319 2.223
H -3.816 -0.241 2.351
*
```

The SMILES is [H]/P=N/C.CC=C(C)C.[H][H]. The HOMO energy is -8.3 eV. The largest force on an atom is 4.5 eV/Å. The molar mass comes out at 133.18 g/mol.


Repeat the sixth record exactly.
This record from the OMol25 dataset describes an isolated ion of composition C6H16N5O4P2 and charge +1 in a non-equilibrium geometry. The level of theory is the ωB97M-V functional and the def2-TZVPD basis.

The geometry in ORCA input format:
```
! RIJCOSX wB97M-V def2-TZVPD def2/J DEFGRID3
* xyz 1 1
P 0.729 1.592 -1.309
P 4.198 -1.315 0.373
O 0.245 0.475 -2.100
O -4.943 -0.802 0.316
O 1.684 2.499 -2.243
O -0.399 2.595 -0.776
N 5.166 -1.084 1.571
N 0.522 -1.906 1.585
N 0.365 -0.717 1.146
N 1.774 -2.234 1.405
N 1.493 -0.222 0.682
C -2.916 0.340 -0.491
C 1.798 1.099 0.119
C -0.952 -0.041 1.186
C -4.173 -0.504 -0.841
C -1.843 -0.642 0.067
C 2.393 -1.213 0.827
H 2.847 1.103 -0.177
H -2.389 -1.502 0.478
H -3.152 1.168 0.191
H -2.536 0.710 -1.457
H 4.423 -0.347 -0.636
H -1.275 2.311 -1.094
H -1.225 -1.030 -0.748
H -1.408 -0.228 2.163
H -3.772 -1.469 -1.195
H 1.668 1.844 0.919
H -0.797 1.040 1.113
H 4.347 -2.590 -0.224
H -4.766 -0.064 -1.647
H 1.634 3.395 -1.858
H 5.741 -1.910 1.717
H -4.528 -0.400 1.087
*
```

The SMILES is N=[PH2]c1nnn(CCCCO)[n+]1CP(=O)(O)O. The HOMO energy is -12.9 eV. The largest force on an atom is 2.4 eV/Å. The molar mass comes out at 284.17 g/mol.